DFT (wB97M-V/def2-TZVPD) results for C4H8BN in the gas phase at a distorted geometry.

Last column: natural (NBO) charge in e.
Atoms and positions in Å:
C (1.4113, -1.2691, -0.9515)  -0.9808
B (0.4616, -0.9669, 0.3709)  0.7327
C (-0.5149, 0.2962, 0.6951)  -0.6831
C (-0.2934, 1.5880, -0.0665)  -0.5960
C (-1.8867, -0.0050, 0.6405)  0.2957
N (-2.9734, -0.3402, 0.6693)  -0.3277
H (1.5143, -2.3024, -1.0597)  0.2380
H (2.4681, -0.7852, -0.9044)  0.2582
H (0.7111, -0.8134, -1.6256)  0.2323
H (0.3766, -1.7354, 1.2116)  -0.1064
H (-0.3235, 0.4883, 1.8146)  0.2777
H (0.2880, 2.3058, 0.4710)  0.2192
H (0.0929, 1.5538, -1.0871)  0.2173
H (-1.3320, 1.9855, -0.1781)  0.2230

## Properties
DFT total energy = -236.7579 hartree
Total charge = 0
SMILES = CB[C@@H](C)C#N
HOMO = -10.9 eV
HOMO-LUMO gap = 11.12 eV
Multiplicity = 1
Energy above the lowest of the compared OMol25 structures with the same formula, charge and spin = 2.059 eV

DFT (wB97M-V/def2-TZVPD) results for 2 unconnected molecules or ions with the total composition C13H19Br2N3O4P at a distorted geometry.

Last column: natural (NBO) charge in e.
Atoms and positions in Å:
C (3.3473, -1.3754, 2.3265)  -0.6903
C (3.0227, -1.4618, 0.8682)  0.2769
N (3.1225, -2.5810, 0.3064)  -0.5351
C (2.5511, -0.2423, 0.0853)  -0.2902
N (1.1550, 0.1127, 0.4694)  -0.1009
N (0.2666, -0.6728, -0.1225)  -0.1757
C (-1.0113, -0.5165, 0.1661)  0.2681
C (-1.9358, -1.5095, -0.4701)  -0.4412
C (-1.7154, -2.9025, 0.1589)  -0.4236
C (-2.5016, -3.1118, 1.4493)  -0.4128
Br (-1.4499, -2.5671, 3.0038)  -0.0197
C (-1.4108, 0.5125, 1.0357)  -0.3205
P (-3.1440, 0.9206, 1.4895)  1.5185
O (-3.1640, 2.1500, 2.2971)  -1.0469
C (-0.4777, 1.3276, 1.6144)  -0.1773
C (0.8771, 1.0900, 1.3263)  0.1490
Br (2.1360, 2.2127, 2.0895)  0.2495
H (2.6283, -1.9815, 2.8737)  0.2515
H (4.3180, -1.8189, 2.5099)  0.2683
H (3.3122, -0.3729, 2.7310)  0.2088
H (2.8727, -2.5477, -0.6807)  0.3378
H (3.1914, 0.6287, 0.1509)  0.2476
H (2.4993, -0.5354, -0.9553)  0.2471
H (-1.6808, -1.5553, -1.5235)  0.2645
H (-2.9608, -1.1811, -0.3365)  0.2150
H (-0.6608, -2.9864, 0.4010)  0.2330
H (-1.9306, -3.6868, -0.5583)  0.2466
H (-2.7624, -4.1463, 1.6107)  0.2473
H (-3.3889, -2.4931, 1.4660)  0.2073
H (-3.5838, -0.2195, 2.1803)  -0.0512
H (-3.8622, 0.9579, 0.2825)  -0.0540
H (-0.7710, 2.1356, 2.2687)  0.3003
C (0.3103, 2.0042, -2.5295)  -0.0925
C (0.1611, 3.5027, -2.3289)  -0.1009
O (0.6257, 4.0163, -3.5729)  -0.4804
C (0.4865, 3.0538, -4.5228)  0.9618
O (0.6283, 3.2123, -5.6810)  -0.5275
O (0.1646, 1.8623, -3.9333)  -0.4931
H (-0.4501, 1.4239, -2.0080)  0.1777
H (1.3038, 1.6440, -2.2408)  0.1666
H (-0.8794, 3.8016, -2.1859)  0.1911
H (0.7611, 3.8964, -1.5109)  0.1994

## Properties
DFT total energy = -6461.0934 hartree
Total charge = +1
HOMO = -13.5 eV
HOMO-LUMO gap = 8.12 eV
Multiplicity = 1
Energy above the lowest of the compared OMol25 structures with the same formula, charge and spin = 0.000 eV

DFT (wB97M-V/def2-TZVPD) results for C4H6O2 in the gas phase at a distorted geometry.

Last column: natural (NBO) charge in e.
Atoms and positions in Å:
O (-1.5585, -0.1841, -1.4747)  -0.6473
C (-0.3877, 0.4299, -1.4332)  0.2130
C (0.5190, -0.0269, -0.3752)  -0.4483
C (0.4405, 0.9418, 0.8323)  -0.0216
O (0.0038, -0.1146, 1.6909)  -0.5283
C (0.1063, -1.0877, 0.6389)  -0.0666
H (-1.7500, 0.4387, -2.2021)  0.5322
H (1.5089, -0.1016, -0.8319)  0.2407
H (1.4023, 1.3698, 1.1360)  0.1815
H (-0.3001, 1.7493, 0.7504)  0.1810
H (-0.8546, -1.5694, 0.4272)  0.1852
H (0.8700, -1.8452, 0.8413)  0.1785

## Properties
DFT total energy = -306.3387 hartree
Total charge = 0
HOMO = -8.7 eV
HOMO-LUMO gap = 9.52 eV
Multiplicity = 1
Energy above the lowest of the compared OMol25 structures with the same formula, charge and spin = 4.560 eV

DFT (wB97M-V/def2-TZVPD) results for C2H10NPS in the gas phase.

Last column: natural (NBO) charge in e.
Atoms and positions in Å:
C (-0.3821, -0.8868, 2.0542)  -0.4093
N (-1.0400, 0.0373, 1.1450)  -0.6310
C (-0.9363, -0.3220, -0.2575)  -0.5575
P (0.4380, 0.6110, -1.1757)  0.7198
S (2.0766, 1.7537, -2.2462)  -0.5040
H (-0.4435, -0.5089, 3.0740)  0.2045
H (0.6766, -1.0734, 1.8214)  0.1609
H (-0.9030, -1.8455, 2.0237)  0.1935
H (-0.7009, 0.9787, 1.3083)  0.3462
H (-1.8796, -0.1137, -0.7813)  0.1981
H (-0.7527, -1.3982, -0.3387)  0.1978
H (1.2234, 0.6254, -0.0063)  -0.0185
H (-0.3759, 1.7324, -1.3626)  -0.0050
H (0.5599, -0.3865, -2.1610)  -0.0223
H (2.4393, 0.7966, -3.0972)  0.1267

## Properties
DFT total energy = -876.3971 hartree
Total charge = 0
SMILES = CNC[PH3]S
HOMO = -8.2 eV
HOMO-LUMO gap = 8.93 eV
Multiplicity = 1

DFT (wB97M-V/def2-TZVPD) results for 4 unconnected molecules or ions with the total composition C3H13NO3 at a distorted geometry.

Last column: natural (NBO) charge in e.
Atoms and positions in Å:
C (0.0097, 0.5083, -1.9192)  -0.5399
C (0.8931, -0.3751, -1.4660)  0.1867
C (1.6600, -1.2880, -2.3780)  -0.6492
N (1.3203, -0.3964, -0.1468)  -0.8249
H (-0.4912, 1.2619, -1.3131)  0.1948
H (-0.5217, 0.4741, -2.8605)  0.2013
H (2.6350, -1.5242, -1.9488)  0.2053
H (1.7688, -0.9459, -3.4023)  0.2316
H (1.2198, -2.2872, -2.4741)  0.2181
H (2.1810, -0.8631, 0.0733)  0.3782
H (1.1620, 0.4465, 0.3924)  0.3972
O (-2.7721, 0.4830, 1.6076)  -0.9418
H (-1.9830, -0.0462, 1.7964)  0.4814
H (-3.1642, 0.4536, 2.4928)  0.4645
O (0.3936, -1.2489, 2.3818)  -0.9424
H (-0.0063, -1.7000, 1.6284)  0.4772
H (0.3991, -1.9306, 3.0653)  0.4665
O (-1.3048, 2.8806, 1.7440)  -0.9560
H (-2.2061, 2.5427, 1.6579)  0.4871
H (-1.1931, 3.5551, 1.0691)  0.4643

## Properties
DFT total energy = -402.5432 hartree
Total charge = 0
SMILES = C=C(C)N.O.O.O
HOMO = -7.9 eV
HOMO-LUMO gap = 8.48 eV
Multiplicity = 1
Energy above the lowest of the compared OMol25 structures with the same formula, charge and spin = 1.012 eV

DFT (wB97M-V/def2-TZVPD) results for 2 unconnected molecules or ions with the total composition C12H12FN at a distorted geometry.

Last column: natural (NBO) charge in e.
Atoms and positions in Å:
H (0.8817, 0.5939, 0.5320)  0.3627
N (0.0689, 0.3825, 1.0750)  -0.6583
C (-1.0868, 0.3821, 0.6082)  0.2998
C (-1.4808, 0.9885, -0.6869)  -0.2627
C (-2.6792, 1.0085, -1.2399)  -0.1797
C (-3.8411, 0.6397, -0.4123)  -0.2470
C (-3.6243, 0.0222, 0.7938)  -0.1581
C (-2.2984, -0.3001, 1.2686)  -0.5290
H (-0.8722, 1.5703, -1.3413)  0.2102
H (-2.8277, 1.6306, -2.1680)  0.2150
H (-4.8769, 0.8409, -0.6698)  0.2193
H (-4.3671, -0.2081, 1.5978)  0.2163
H (-2.1992, -0.0651, 2.4174)  0.2441
H (-1.9176, -1.3868, 1.1483)  0.2667
F (0.2969, -1.7842, -0.6678)  -0.3414
C (1.5327, -1.4310, -0.1950)  0.4139
C (2.4082, -0.8024, -1.0112)  -0.3122
C (3.6652, -0.4767, -0.4652)  -0.1812
C (4.0632, -0.8664, 0.7950)  -0.2333
C (3.1251, -1.4919, 1.6024)  -0.1949
C (1.8974, -1.8756, 1.1232)  -0.2568
H (2.1292, -0.4915, -1.9381)  0.2236
H (4.2257, 0.0491, -1.1234)  0.2054
H (5.0725, -0.6295, 1.1723)  0.2225
H (3.3256, -1.7906, 2.6234)  0.2171
H (1.1190, -2.2569, 1.8005)  0.2381

## Properties
DFT total energy = -618.9814 hartree
Total charge = 0
SMILES = [H]/N=C1\C=CC=CC1.Fc1ccccc1
HOMO = -8.4 eV
HOMO-LUMO gap = 8.76 eV
Multiplicity = 1
Energy above the lowest of the compared OMol25 structures with the same formula, charge and spin = 0.613 eV